ORCA calculation (the ωB97M-V functional and the def2-TZVPD basis) on C3H7N3O2S as an isolated structure at a distorted geometry.

The geometry in ORCA input format:
```
! wB97M-V def2-TZVPD RIJCOSX def2/J DEFGRID3
* xyz 0 1
C 0.8500 -0.0335 0.1589
C -1.8828 1.7245 -0.1918
C 2.6501 -1.6409 -0.1547
N 1.4891 0.9885 0.4527
N -1.2955 0.4241 -0.1051
N -2.0653 -0.6046 -0.0109
O -1.4690 -1.7003 0.0679
O -3.2462 -0.3968 0.0212
S 0.7889 -1.6442 -0.0793
H -1.2114 2.5542 -0.2739
H -2.3978 1.8903 -1.0636
H -2.5227 1.8127 0.5836
H 2.9481 -2.7427 -0.0237
H 3.1449 -1.0012 0.6556
H 3.0306 -1.3979 -1.0700
H 1.1891 1.7677 1.0330
*
```

Summary:
LUMO energy (eV): -0.254
ΔE to the lowest compared entry with this formula, charge and spin (kJ/mol): 513.99
Max |F| (eV/A): 5.090
HOMO level (eV): -9.2
Kohn-Sham gap (eV): 8.951